[1]
DFT (wB97M-V/def2-TZVPD) results for a cluster of 14 separate species, C26H41Cl26FO3 in total.

Summary:
HOMO level   -0.3234 Ha
Total charge   0

Atoms and positions in Å:
C: -1.012 -1.592 1.752
C: -0.645 -2.067 0.348
C: -1.648 -2.716 -0.361
C: -1.430 -3.239 -1.635
C: -0.176 -3.070 -2.194
C: 0.826 -2.418 -1.504
C: 0.616 -1.902 -0.235
C: 1.793 -1.215 0.447
C: 1.853 0.307 0.260
O: 3.089 0.727 0.858
C: 2.827 0.774 2.217
O: 3.639 0.609 3.083
O: 1.475 0.996 2.377
C: 0.922 1.194 1.085
C: 0.924 2.708 0.750
C: -0.394 3.332 1.245
F: 1.950 3.388 1.389
H: -0.450 -2.095 2.559
H: -2.079 -1.793 1.925
H: -0.869 -0.517 1.916
H: -2.618 -2.807 0.125
H: -2.239 -3.743 -2.131
H: -0.010 -3.456 -3.194
H: 1.800 -2.333 -2.000
H: 1.827 -1.550 1.489
H: 2.704 -1.609 -0.029
H: 1.679 0.586 -0.788
H: -0.126 0.924 0.909
H: 0.954 2.857 -0.341
H: -0.250 4.411 1.388
H: -0.707 2.893 2.201
H: -1.200 3.221 0.504
C: -2.238 4.203 5.004
Cl: -2.558 2.791 3.994
Cl: -3.568 5.369 4.949
H: -2.104 3.868 6.031
H: -1.336 4.689 4.647
C: -0.098 7.658 1.792
Cl: -0.685 6.669 0.448
Cl: 0.496 6.650 3.118
H: 0.715 8.281 1.435
H: -0.911 8.278 2.155
C: -1.927 2.836 9.410
Cl: -1.087 3.169 7.890
Cl: -3.612 2.372 9.133
H: -1.421 2.023 9.918
H: -1.907 3.730 10.024
C: 0.093 -2.882 -7.024
Cl: 0.758 -4.240 -6.099
Cl: -0.625 -1.657 -5.967
H: 0.898 -2.427 -7.589
H: -0.675 -3.262 -7.697
C: -3.718 -6.671 -1.000
Cl: -3.077 -5.086 -0.537
Cl: -2.906 -7.980 -0.133
H: -4.778 -6.705 -0.770
H: -3.564 -6.810 -2.065
C: 4.422 -2.597 -7.946
Cl: 2.877 -2.068 -8.631
Cl: 5.020 -1.484 -6.714
H: 4.296 -3.579 -7.501
H: 5.148 -2.642 -8.750
C: 2.582 3.072 5.845
Cl: 0.944 3.642 5.496
Cl: 3.441 4.184 6.917
H: 2.518 2.102 6.324
H: 3.128 2.991 4.911
C: -5.262 5.634 8.421
Cl: -6.897 6.192 8.046
Cl: -4.426 6.758 9.502
H: -5.323 4.666 8.903
H: -4.700 5.557 7.496
C: 2.866 9.871 -0.386
Cl: 1.130 10.111 -0.153
Cl: 3.553 8.856 0.888
H: 3.026 9.388 -1.343
H: 3.358 10.837 -0.368
C: -0.506 -5.931 -9.934
Cl: 1.080 -6.607 -9.545
Cl: -1.276 -5.226 -8.505
H: -0.383 -5.154 -10.682
H: -1.137 -6.719 -10.318
C: 4.826 -2.404 -2.989
Cl: 4.630 -3.811 -4.041
Cl: 3.507 -1.243 -3.182
H: 4.837 -2.732 -1.956
H: 5.765 -1.922 -3.237
C: -4.618 -7.594 -8.939
Cl: -3.515 -7.231 -10.274
Cl: -6.199 -8.116 -9.526
H: -4.188 -8.387 -8.338
H: -4.744 -6.698 -8.341
C: 1.488 -3.511 4.795
Cl: 0.442 -4.663 3.956
Cl: 1.447 -1.920 4.027
H: 1.149 -3.412 5.820
H: 2.506 -3.883 4.774

Here are the Löwdin charges for atoms 1 to 2, given in e:
1. C -0.044
2. C -0.195

=====

[2]
DFT (wB97M-V/def2-TZVPD) results for a structure of composition C26H41ClN6OPPb.

Summary:
HOMO level (spin up / spin down)   -0.6227 / -0.6226 Ha
Total charge   +3
Relative energy (zero: lowest compared OMol25 entry of this formula, charge and spin)   0.3110 eV

Atoms and positions in Å:
Pb: -0.043 -0.196 -1.538
O: -2.152 -1.632 -2.136
C: -2.304 -2.824 -1.362
C: -1.641 -2.669 -0.026
C: -1.985 -3.541 0.998
C: -1.331 -3.463 2.212
C: -0.349 -2.494 2.390
C: -0.071 -1.649 1.343
N: -0.697 -1.733 0.152
H: -2.387 -1.831 -3.052
H: -1.849 -3.675 -1.877
H: -3.362 -3.047 -1.215
H: -2.756 -4.283 0.831
H: -1.581 -4.148 3.012
H: 0.190 -2.401 3.322
H: 0.682 -0.874 1.434
Cl: 4.338 -3.923 0.136
C: 3.960 -2.378 -0.486
C: 4.947 -1.526 -0.964
C: 4.577 -0.287 -1.462
C: 3.241 0.064 -1.471
N: 2.291 -0.760 -1.006
C: 2.641 -1.960 -0.524
H: 5.984 -1.835 -0.948
H: 5.318 0.399 -1.847
H: 2.916 1.020 -1.866
H: 1.854 -2.611 -0.162
N: -0.631 1.584 0.044
P: -1.594 2.552 0.841
N: -1.198 4.220 0.458
C: 0.152 4.525 0.006
C: 0.558 5.945 0.357
C: -0.404 6.974 -0.257
C: -1.851 6.454 -0.263
C: -2.051 5.349 0.782
N: -3.150 2.414 0.406
C: -3.627 2.932 -0.911
C: -5.010 2.376 -1.227
C: -5.966 2.588 -0.055
C: -5.409 1.993 1.260
C: -4.017 1.406 1.064
N: -1.409 2.530 2.453
C: -2.366 3.185 3.381
C: -1.599 3.859 4.507
C: -0.863 2.809 5.352
C: -0.391 1.625 4.487
C: -0.138 2.057 3.050
H: 0.156 4.372 -1.084
H: 0.831 3.767 0.411
H: 1.577 6.111 0.011
H: 0.582 6.043 1.445
H: -0.099 7.210 -1.276
H: -0.334 7.901 0.310
H: -2.122 6.050 -1.240
H: -2.561 7.251 -0.045
H: -3.080 5.011 0.866
H: -1.738 5.728 1.768
H: -2.917 2.667 -1.698
H: -3.689 4.021 -0.864
H: -4.940 1.318 -1.491
H: -5.379 2.889 -2.115
H: -6.931 2.145 -0.293
H: -6.145 3.658 0.066
H: -6.058 1.206 1.642
H: -5.362 2.759 2.037
H: -4.055 0.507 0.445
H: -3.565 1.126 2.014
H: -3.035 2.423 3.791
H: -2.985 3.889 2.827
H: -2.287 4.439 5.120
H: -0.889 4.572 4.075
H: -1.524 2.440 6.135
H: -0.016 3.274 5.855
H: -1.137 0.826 4.484
H: 0.526 1.196 4.890
H: 0.237 1.238 2.438
H: 0.607 2.860 3.034

Here are the Löwdin charges for atoms 1 to 2, given in e:
1. Pb 1.445
2. O -0.212

=====

[3]
DFT (wB97M-V/def2-TZVPD) results for a structure of composition C26H41GdN2O2P2.

Summary:
HOMO level (spin up / spin down)   -0.1739 / -0.1741 Ha
Total charge   0
2S+1   8
Expectation value of S²   16.170
Relative energy (zero: lowest compared OMol25 entry of this formula, charge and spin)   0.0000 eV

Atoms and positions in Å:
C: -1.277 -3.929 1.162
C: -0.359 -2.943 0.736
N: -0.839 -1.830 0.050
C: -2.163 -1.734 -0.217
C: -3.088 -2.651 0.266
C: -2.634 -3.765 0.973
C: 1.030 -3.132 0.963
P: 2.296 -1.939 1.127
Gd: 0.779 -0.087 -0.326
P: -1.369 0.365 -1.980
C: -2.678 -0.581 -1.065
C: 2.873 0.595 -1.770
C: 3.492 1.792 -1.376
C: 3.276 2.952 -2.131
C: 2.477 2.914 -3.274
C: 1.871 1.721 -3.665
C: 2.146 0.531 -2.971
O: 2.953 -6.157 -1.032
O: 0.998 -1.822 -5.006
H: -0.863 -4.802 1.671
H: -4.145 -2.489 0.060
H: -3.345 -4.499 1.356
C: 2.360 -1.228 2.794
C: 3.836 -2.849 0.860
H: -3.371 -0.967 -1.833
H: -3.269 0.116 -0.443
H: 3.467 -6.878 -1.305
H: 1.362 -4.181 0.969
C: -2.130 1.994 -2.248
C: -1.516 -0.406 -3.620
H: 4.148 1.836 -0.500
H: 3.744 3.887 -1.825
H: 2.365 3.810 -3.890
H: 1.203 1.695 -4.523
H: 1.861 -0.429 -3.419
H: 2.449 -0.921 -0.306
H: 1.447 -1.647 -5.845
H: 1.175 -2.709 -4.794
H: 2.212 -6.133 -1.657
H: 2.860 -0.396 -1.024
H: 3.279 -1.572 3.289
H: 2.353 -0.132 2.778
H: 1.490 -1.570 3.371
H: 4.377 -2.961 1.812
H: 3.626 -3.838 0.427
H: 4.467 -2.285 0.160
H: -2.400 -0.003 -4.134
H: -0.614 -0.197 -4.204
H: -1.608 -1.496 -3.513
H: -3.012 1.891 -2.899
H: -2.416 2.453 -1.290
H: -1.382 2.630 -2.741
C: -4.356 1.968 3.204
N: -3.181 2.392 2.497
C: -3.165 3.724 1.965
C: -2.255 1.417 1.968
C: -0.816 1.820 2.214
C: -0.523 2.467 3.423
C: 0.768 2.932 3.688
C: 1.767 2.761 2.737
C: 1.467 2.107 1.519
C: 0.206 1.560 1.301
H: -5.225 2.565 2.887
H: -4.227 2.124 4.290
H: -4.542 0.897 3.040
H: -2.268 4.268 2.297
H: -3.169 3.734 0.859
H: -4.059 4.249 2.332
H: -2.473 0.447 2.449
H: -2.416 1.284 0.879
H: -1.331 2.619 4.143
H: 0.974 3.428 4.639
H: 2.779 3.131 2.920
H: 2.253 2.081 0.754

Here are the Löwdin charges for atoms 1 to 2, given in e:
1. C -0.057
2. C -0.363

=====

[4]
DFT (wB97M-V/def2-TZVPD) results for a structure of composition C26H42As3CoF4IN3.

Summary:
HOMO level (spin up / spin down)   -0.3683 / -0.3726 Ha
Total charge   +1
2S+1   2
Expectation value of S²   0.820
Relative energy (zero: lowest compared OMol25 entry of this formula, charge and spin)   0.0000 eV

Atoms and positions in Å:
Co: 0.339 -0.027 -0.631
C: 0.223 -3.010 0.024
N: 0.897 -2.041 -0.851
C: 2.359 -2.159 -0.679
C: 0.515 -2.300 -2.264
C: 0.971 -1.179 -3.158
N: 0.586 0.056 -2.480
C: 0.591 1.271 -3.110
C: 0.324 2.415 -2.355
F: 0.088 2.223 -1.008
C: 0.355 3.699 -2.835
F: 0.098 4.702 -1.982
C: 0.662 3.945 -4.154
C: 0.942 2.839 -4.929
F: 1.255 3.000 -6.218
C: 0.918 1.547 -4.439
F: 1.237 0.548 -5.283
H: 0.537 -4.032 -0.210
H: -0.856 -2.942 -0.108
H: 0.468 -2.802 1.066
H: 2.726 -3.109 -1.083
H: 2.596 -2.120 0.382
H: 2.863 -1.328 -1.170
H: -0.574 -2.359 -2.289
H: 0.915 -3.266 -2.593
H: 0.507 -1.314 -4.135
H: 2.056 -1.229 -3.319
H: 0.681 4.946 -4.561
C: 2.381 -0.322 2.459
As: 0.757 0.370 1.681
C: 0.882 2.222 2.237
C: -0.535 -0.405 2.915
C: -2.036 -0.125 2.709
C: -2.294 1.387 2.673
C: -2.591 -0.797 1.443
As: -2.044 -0.157 -0.316
C: -3.117 -1.349 -1.392
C: -3.053 1.475 -0.587
C: -2.807 -0.656 3.939
As: -3.135 -2.535 4.462
C: -1.606 -3.535 3.758
C: -4.437 -3.090 3.105
H: 2.487 0.100 3.457
H: 3.231 -0.038 1.840
H: 2.332 -1.407 2.527
H: 0.603 2.281 3.287
H: 0.242 2.869 1.645
H: 1.917 2.540 2.124
H: -0.238 -0.053 3.907
H: -0.337 -1.475 2.892
H: -1.784 1.880 1.845
H: -1.954 1.859 3.598
H: -3.362 1.594 2.567
H: -3.682 -0.745 1.451
H: -2.331 -1.857 1.443
H: -4.163 -1.160 -1.157
H: -2.881 -2.391 -1.180
H: -2.937 -1.147 -2.446
H: -4.022 1.394 -0.097
H: -3.198 1.589 -1.661
H: -2.517 2.343 -0.213
H: -3.830 -0.266 3.898
H: -2.366 -0.208 4.833
H: -0.683 -3.233 4.251
H: -1.503 -3.444 2.676
H: -1.790 -4.581 4.002
H: -5.245 -2.359 3.049
H: -4.866 -4.037 3.433
H: -4.002 -3.227 2.116
I: 6.527 1.063 -3.650
C: 5.030 1.737 -2.392
C: 4.873 3.085 -2.122
C: 3.838 3.467 -1.284
C: 3.009 2.491 -0.759
N: 3.154 1.184 -1.013
C: 4.155 0.825 -1.818
H: 5.537 3.819 -2.557
H: 3.669 4.510 -1.050
H: 2.178 2.776 -0.126
H: 4.264 -0.233 -2.030

Here are the Löwdin charges for atoms 1 to 2, given in e:
1. Co 0.171
2. C -0.076

=====

| no. | strongest force on any atom (eV Å⁻¹) | calculated total energy (Eh) |
| --- | --- | --- |
| 1 | 1.84 | -13305.80809 |
| 2 | 0.41 | -2412.56505 |
| 3 | 3.03 | -2723.40783 |
| 4 | 0.73 | -9967.17217 |